Below is a 7-piece molecular cluster, C27H60IN2O21PS6 overall, with properties calculated with ωB97M-V/def2-TZVPD.

```
118
Properties=species:S:1:pos:R:3:mulliken_charge:R:1
H 1.1013 -4.1203 3.9229 0.2236
C 1.9539 -5.7960 10.1063 -0.9654
H 3.1810 -0.7965 10.1755 0.3200
H -3.6450 6.8142 1.6584 0.3749
C 3.9352 -1.4789 9.7940 -0.9644
C -2.0092 -4.7308 0.3484 -0.4945
O -0.9112 -2.6786 -3.4722 -0.4328
O -0.2948 3.1557 1.6146 -0.4301
H -2.0641 -4.3290 -1.7592 0.4023
O 2.6110 -2.8073 -3.4801 -0.4894
H -2.5513 4.7834 -4.4564 0.2676
C 3.6806 -3.2642 -0.7424 0.1952
H -2.4791 5.1179 -7.7499 0.1932
S -0.1655 -3.9597 1.9964 1.0592
N -3.3871 0.3732 5.6095 -0.5015
H -2.7573 9.0006 -6.2934 0.3149
H -0.0756 -4.9287 -7.3064 0.4008
O -3.8224 6.4182 -6.0975 -0.5246
H -1.7937 0.0964 -3.4776 0.2901
H -1.1066 0.4311 -5.0927 0.3753
H -0.4449 -5.0143 4.0690 0.3514
H 3.8716 -0.4497 2.4948 0.2795
H 2.4095 -5.8770 9.1208 0.2923
H -4.0038 8.0775 0.4434 0.3485
H -3.5462 5.8750 -10.5259 0.2713
O -5.3015 7.2004 -7.9111 -0.6127
H 0.5367 -3.8637 -5.0872 0.2692
O -1.0150 -2.8674 2.3817 -0.6845
C -1.0104 -0.1622 -4.1874 -0.8870
P -1.7313 2.4443 1.9465 -0.1013
H -2.7051 -5.5646 0.3033 0.3157
S 3.9728 -2.4576 -3.2031 1.1395
O -1.0679 -5.1120 1.4038 -0.2933
H 0.9117 -5.7071 3.1178 0.4077
H 4.3067 0.0413 4.1389 0.4858
H -1.9789 6.7421 -2.9574 0.3220
H 0.8998 -4.3461 11.3113 0.2811
C 4.6594 -4.4115 -0.6367 -1.1765
H 1.1348 -6.5131 10.1709 0.3833
N -0.1259 2.2134 5.0590 -0.5491
H 1.3724 -3.1322 -6.4463 0.2946
C 4.2786 -0.8016 -3.7110 -0.9893
H -3.5296 6.9242 -3.7756 0.0955
H 1.4714 -1.3490 2.4672 -0.0503
H -1.4943 -4.2342 -6.5088 0.3077
H 0.5150 -1.1170 3.9053 0.1257
H 4.2491 -0.7983 -4.7985 0.3761
H -4.4564 5.0291 -9.2747 0.2866
C -2.9851 6.3310 -3.0480 -0.1875
H 2.7081 -6.0554 10.8489 0.2606
H 4.6132 -1.8020 10.5791 0.3345
H 2.0348 0.4959 4.7327 0.3729
H -0.0293 -0.0452 -3.7356 0.2483
C -1.0562 0.9833 2.9524 2.1078
H -5.0117 6.5943 0.5297 0.3122
O -2.5053 -2.0249 -5.2397 -0.6481
C -2.2673 0.0517 3.2740 0.0960
C 0.4053 -4.7970 3.4286 -1.0230
C -2.5149 5.7435 -8.6423 -0.1935
H -2.3534 4.2870 -2.7647 0.4021
H -3.0768 4.2340 -10.0454 0.3940
H -1.9580 -0.9884 3.1606 -0.0983
C 2.1956 0.2587 3.6787 -0.3635
C 1.0344 -0.5754 3.1086 0.0219
C 1.4189 -4.4036 10.3572 -0.3313
H 4.7171 -4.9755 -1.5666 0.3324
C 0.3921 -3.2997 -6.0066 -0.1907
H 4.3348 -5.0831 0.1586 0.3766
O -2.9702 4.7892 -0.2232 -0.4853
O -0.0720 -1.9664 -5.6640 -0.2853
O 4.1142 -3.8276 8.6702 -0.6165
H -0.6936 -3.5990 -0.9389 0.2139
C -0.5321 1.6390 4.1529 -0.7133
H -4.5196 9.2475 -6.0969 0.3791
H 0.7267 -4.0843 9.5778 0.3203
C 3.5363 -0.4429 3.5358 -0.9842
H -0.3450 4.0966 1.8254 0.3398
H -2.5611 -3.8524 0.6840 0.2913
O 2.4764 -3.4170 10.4733 -0.3204
S 3.1333 -2.8926 9.1295 1.2957
H 3.5670 -2.7539 0.2109 -0.0190
H -3.0631 0.2245 2.5400 0.3433
C 4.1816 -2.2284 4.9791 0.1568
O 5.0188 -3.3018 -3.6939 -0.6507
O -3.6942 6.5436 -1.7942 -0.3062
C -4.0166 7.0122 0.6553 -0.9951
C -2.9627 4.8740 -3.4523 -0.9186
I -2.2013 1.2984 -0.1666 -0.0199
O 0.9383 -3.6888 1.1265 -0.3662
C -3.4603 5.1886 -9.6839 -1.0074
H 3.6403 -2.8600 5.6985 0.3025
C -2.8784 0.2358 4.5915 0.1426
H -3.9710 4.4610 -3.4475 0.2834
C 0.0464 0.1807 2.2156 -1.4903
C -3.7273 8.9480 -6.7798 -1.0150
H 5.2620 -0.5058 -3.3560 0.3566
H -1.5034 5.8319 -9.0324 0.2918
S -1.2372 -1.8566 -4.5978 1.0890
H 5.6585 -4.0440 -0.4026 0.3040
O -1.6503 6.8577 -0.4655 -0.6892
C -0.5378 -3.9987 -6.9736 -1.1448
H 4.4893 -1.0254 8.9746 0.3559
O 4.1474 -2.2248 -1.6501 -0.2765
O 3.4053 -1.8201 3.9654 -0.1407
O 2.0903 -2.4913 8.2306 -0.6340
H 3.5021 -0.1615 -3.3017 0.2982
H 2.2713 1.2157 3.1494 0.2947
H -0.4741 -0.5537 1.6005 0.3890
H -0.7317 -3.3711 -7.8438 0.2861
H 0.5878 0.8372 1.5283 0.5807
O 5.3301 -1.9398 5.1204 -0.5219
H -0.6965 -5.3323 -1.2480 0.2440
S -4.0519 7.2791 -7.2232 1.1567
O -2.8573 7.0988 -8.2477 -0.3057
S -2.9246 6.2012 -0.4577 1.2074
H -3.7521 9.5558 -7.6801 0.3665
C -1.3240 -4.4832 -0.9752 -0.7265
H 2.6910 -3.5953 -1.0557 0.2155
```

Values from the calculation:
**SMILES string**: N#CC[C@@](C#N)(CCCCOC=O)P(O)I.CCOS(C)(=O)=O.CCOS(C)(=O)=O.CCOS(C)(=O)=O.CCOS(C)(=O)=O.CCOS(C)(=O)=O.CCOS(C)(=O)=O
**Molecular weight**: 1099.05 g/mol
**Total charge**: 0
**Frontier orbital gap**: 0.3390 Ha
**Spin multiplicity**: 1

Below is the molecule C3H4N2O, with properties calculated with ωB97M-V/def2-TZVPD.

```
10
Properties=species:S:1:pos:R:3:mulliken_charge:R:1
C -0.3758 1.1018 -1.4883 -0.0098
N 0.8578 1.3784 -1.2637 -0.3791
C 1.2950 0.5944 -0.1142 -0.7480
N -0.0387 -1.0220 1.2259 -0.2167
H 0.9224 -1.0916 1.5906 0.4094
O -0.9513 0.1975 -0.6385 -0.4159
H -0.6620 -0.7179 1.9820 0.3469
C 0.1441 -0.0458 0.1604 0.2650
H -0.3492 -1.9451 0.9027 0.3505
H -1.0284 1.4851 -2.2632 0.3978
```

Values from the calculation:
**Molecular weight**: 84.08 g/mol
**Total charge**: 0
**Frontier orbital gap**: 0.2677 Ha
**Spin multiplicity**: 1

Below is C5H11N3 as an isolated structure, with properties calculated with ωB97M-V/def2-TZVPD.

```
19
Properties=species:S:1:pos:R:3:mulliken_charge:R:1
C -1.1412 -1.3499 0.7175 -1.4489
N 0.5101 -0.5376 -2.4135 -0.5209
H 0.0867 2.7164 2.9601 0.2576
H 0.8924 -1.0862 -3.2821 0.1700
H 0.2078 3.5518 1.0754 0.2063
H -0.9290 0.7315 1.5916 0.1841
H -1.2212 -1.1445 1.8471 0.3436
C 0.2889 0.5968 0.0654 -0.7455
H -2.1241 -1.0146 0.2631 0.3205
N 0.5324 -2.6253 -1.2382 -0.7431
N -0.0944 1.3385 1.1494 -0.1241
C 0.1953 -1.3316 -1.2117 0.1748
H -1.1881 -2.5527 0.6183 0.3291
H 0.9983 -2.7001 -2.1501 0.1828
H 1.7832 2.1215 1.6568 0.2624
H 0.8231 1.1695 -0.5685 0.5789
C 0.4988 2.4823 1.7715 -0.7314
H 0.0730 0.2848 -2.6882 0.2141
C -0.1920 -0.6505 -0.1638 1.0897
```

Values from the calculation:
**Molecular weight**: 113.16 g/mol
**Total charge**: 0
**Frontier orbital gap**: 0.3009 Ha
**Spin multiplicity**: 1

Below is C8H12Cl3I2OS5SiW as an isolated structure, with properties calculated with ωB97M-V/def2-TZVPD.

```
33
Properties=species:S:1:pos:R:3:mulliken_charge:R:1
H -0.7553 -0.4195 3.6494 0.4661
Cl -2.7800 1.0981 -1.0839 -0.2458
C 0.3287 -1.5948 -0.9441 -0.0874
H -1.5231 -4.1711 -2.9265 0.3119
H 2.1419 5.0117 -0.7961 0.4138
C -0.4659 -0.5118 2.6014 -1.1729
C -0.0559 0.8524 2.1001 0.4484
O -0.0843 0.8046 0.6333 0.8096
S -2.2597 -2.4252 -1.4193 0.1051
I -0.9257 3.8974 0.3555 -0.1994
C 1.3226 -3.2009 0.8730 -0.0077
Si -0.7132 2.6813 -3.2529 0.7415
S 0.3499 -0.3014 -2.1299 -0.0996
H 2.0722 0.5868 2.2179 0.2650
H -2.2068 -4.8575 -1.4233 0.3169
H -3.2788 -4.1568 -2.6458 0.3504
H -1.3204 -0.8988 2.0450 0.3039
H 1.3207 1.3419 3.6340 0.4127
Cl -1.9873 1.9634 -4.6125 -0.1081
H 1.5467 2.2903 2.1609 0.2197
C 1.3095 1.2967 2.5442 -1.1377
H -0.7984 1.5945 2.3969 0.2811
I 2.2580 2.3488 -1.2439 0.4406
W -0.6139 1.5307 -0.9547 -0.5277
C -0.6691 -2.4550 -0.6928 0.2447
S 2.2643 -3.9323 1.9605 -0.1213
H 3.1762 4.1322 0.5323 0.4053
H 0.3565 -1.2278 2.5276 0.1765
S -0.3169 -3.6609 0.5137 -0.0692
C -2.3012 -4.0762 -2.1732 -0.9629
S 1.8205 -1.8303 -0.0727 -0.0232
Cl 0.3183 4.1668 -4.0913 -0.1382
C 2.4699 4.1226 -0.2827 -0.8122
```

Values from the calculation:
**Molecular weight**: 856.61 g/mol
**Total charge**: +1
**Frontier orbital gap (spin up / spin down)**: 0.1912 / 0.1926 Ha
**Spin multiplicity**: 3

Below is C5H7O4Pr as an isolated structure, with properties calculated with ωB97M-V/def2-TZVPD.

```
17
Properties=species:S:1:pos:R:3:mulliken_charge:R:1
H 0.3335 1.1598 1.1241 0.1779
O 2.8765 1.6674 -0.2031 -0.6582
H -0.8577 0.4906 -0.9536 0.3678
O -3.7488 0.3870 1.1495 -0.1790
H 0.1439 -0.5174 1.7249 0.4173
O 1.8332 -0.1892 0.6599 -0.3858
H -1.7409 -2.0180 0.9719 0.4122
H -0.0102 -1.2548 -0.8035 0.3087
H -2.4402 -1.7111 -0.6737 0.4072
C -2.0948 -1.2584 0.2634 -1.1614
H 3.0448 -0.2680 -0.9426 0.3764
C -3.0583 -0.4612 0.8236 0.8239
C 2.3402 0.4618 -0.5003 0.4008
O 1.2117 0.6943 -1.3633 -0.7716
Pr 1.9327 2.9670 -1.7130 1.9930
C -0.2334 -0.2440 -0.4378 -0.2673
C 0.4679 0.0942 0.8737 -0.2619
```

Values from the calculation:
**Molecular weight**: 272.01 g/mol
**Total charge**: +2
**Frontier orbital gap (spin up / spin down)**: 0.2150 / 0.2545 Ha
**Spin multiplicity**: 3

Below is a 2-piece molecular cluster, C23H26O4 overall, with properties calculated with ωB97M-V/def2-TZVPD.

```
53
Properties=species:S:1:pos:R:3:mulliken_charge:R:1
C 0.2645 2.0970 3.0745 0.7243
H -3.5595 0.3674 3.0556 0.3008
C -0.1956 -2.3908 0.0739 -0.4374
C -2.8672 1.5216 -1.4116 -0.4174
C -3.6298 1.4528 3.0575 -1.1413
H -0.6974 3.8923 -5.2825 0.3417
O -2.3633 3.4184 3.0997 -0.7724
C 3.3960 -4.6525 -0.1724 0.9644
C -0.9663 4.6439 -4.5295 -0.8318
H 0.3577 0.6749 -2.2655 0.3386
C 5.6195 -4.9287 -0.9972 -0.8180
C -1.9171 3.0757 -3.0050 0.9903
H -0.9727 -2.7189 0.7703 0.3815
H 0.9568 3.8909 2.1818 0.2576
H 6.4101 -5.6627 -0.8587 0.2382
C 3.2681 -3.4518 -0.9179 -0.5193
H -1.9418 -0.5446 3.0296 0.3002
C 2.0966 -2.7256 -0.8352 -0.7711
H -3.9178 3.2407 -2.1934 0.4243
C -1.5303 -0.4141 -0.6057 -0.2950
H -1.3026 5.5590 -5.0111 0.2416
H -2.3505 -0.6861 0.0647 0.3205
O 4.5227 -5.4107 -0.1923 -0.4353
H 0.3321 -4.7079 1.3338 0.3688
H 0.2903 -1.0510 -1.4956 0.0824
O -2.0938 4.2022 -3.7435 -0.4356
H -0.4827 -0.3786 4.0310 0.3512
H 0.9436 3.9132 3.9450 0.2599
C 2.3210 -5.1044 0.6441 -0.6698
H -4.2111 1.7661 3.9340 0.3116
C -1.6603 0.7592 -1.4086 0.7770
H 2.4506 -6.0318 1.2024 0.4159
C 0.3792 3.5936 3.0630 -1.0773
O 1.3040 1.4155 3.0946 -0.7228
C 1.1619 -4.3685 0.7112 -0.5404
H -3.6955 1.1853 -0.7839 0.3152
H -0.6016 4.0715 3.0525 0.3247
C -3.0008 2.6510 -2.1855 -0.7450
C -0.7069 2.3354 -3.0249 -0.5478
H 0.1351 2.6526 -3.6478 0.3724
C 1.0080 -3.1528 -0.0198 0.8338
C -0.5920 1.2076 -2.2382 -0.7578
H -0.0985 4.8457 -3.8887 0.3572
C -2.2937 2.1698 3.0745 0.9509
C -0.4339 -1.2660 -0.7097 -0.2039
H 5.9509 -3.9403 -0.6543 0.3537
H 4.0885 -3.0944 -1.5478 0.3681
H 5.3316 -4.8717 -2.0545 0.3420
H -4.1849 1.7733 2.1667 0.2000
H 2.0361 -1.8011 -1.4082 0.3307
C -1.0468 1.4344 3.0536 0.3298
H -0.3388 -0.4096 2.2765 0.0612
C -0.9717 -0.0464 3.0988 -1.3910
```

Values from the calculation:
**Molecular weight**: 366.46 g/mol
**Total charge**: 0
**Frontier orbital gap**: 0.1096 Ha
**Spin multiplicity**: 1

What did the third record say?
Below is C5H11N3 as an isolated structure, with properties calculated with ωB97M-V/def2-TZVPD.

```
19
Properties=species:S:1:pos:R:3:mulliken_charge:R:1
C -1.1412 -1.3499 0.7175 -1.4489
N 0.5101 -0.5376 -2.4135 -0.5209
H 0.0867 2.7164 2.9601 0.2576
H 0.8924 -1.0862 -3.2821 0.1700
H 0.2078 3.5518 1.0754 0.2063
H -0.9290 0.7315 1.5916 0.1841
H -1.2212 -1.1445 1.8471 0.3436
C 0.2889 0.5968 0.0654 -0.7455
H -2.1241 -1.0146 0.2631 0.3205
N 0.5324 -2.6253 -1.2382 -0.7431
N -0.0944 1.3385 1.1494 -0.1241
C 0.1953 -1.3316 -1.2117 0.1748
H -1.1881 -2.5527 0.6183 0.3291
H 0.9983 -2.7001 -2.1501 0.1828
H 1.7832 2.1215 1.6568 0.2624
H 0.8231 1.1695 -0.5685 0.5789
C 0.4988 2.4823 1.7715 -0.7314
H 0.0730 0.2848 -2.6882 0.2141
C -0.1920 -0.6505 -0.1638 1.0897
```

Values from the calculation:
**Molecular weight**: 113.16 g/mol
**Total charge**: 0
**Frontier orbital gap**: 0.3009 Ha
**Spin multiplicity**: 1